1.
Below is a single C3H8N2S2 molecule at a distorted geometry, with properties calculated with ωB97M-V with the def2-TZVPD basis set.

Calculated values
Net charge   0
Structure (SMILES)   CN(N)C(=S)CS
Spin multiplicity   1
Relative energy (zero: lowest compared OMol25 entry of this formula, charge and spin)   1.485 eV
Frontier orbital gap   8.95 eV

Last columns: bonded neighbours and bond lengths (Å).
Atoms and positions in Å:
1 S 2.633 -0.705 -0.574  C7 1.831, H11 1.341
2 S -0.712 -2.541 -0.131  C6 1.677
3 N -2.079 0.075 -0.676  N4 1.410, H13 1.029, H15 1.026
4 N -0.737 0.101 -0.246  N3 1.410, C5 1.466, C6 1.323
5 C -0.271 1.442 0.122  N4 1.466, H8 1.123, H9 1.100, H14 1.100
6 C -0.061 -1.004 0.025  S2 1.677, N4 1.323, C7 1.565
7 C 1.327 -0.768 0.708  S1 1.831, C6 1.565, H10 1.084, H12 1.085
8 H 0.844 1.535 0.031  C5 1.123
9 H -0.738 2.166 -0.561  C5 1.100
10 H 1.334 0.104 1.352  C7 1.084
11 H 2.260 0.416 -1.210  S1 1.341
12 H 1.583 -1.675 1.245  C7 1.085
13 H -2.135 -0.660 -1.395  N3 1.029
14 H -0.598 1.634 1.155  C5 1.100
15 H -2.649 -0.121 0.154  N3 1.026

***

2.
Below is a single C3H8N2S3 molecule, with properties calculated with ωB97M-V with the def2-TZVPD basis set.

Calculated values
Net charge   0
Structure (SMILES)   CCN(S)C(=S)NS
Spin multiplicity   1
Relative energy (zero: lowest compared OMol25 entry of this formula, charge and spin)   0.000 eV
Frontier orbital gap   8.84 eV

Last columns: bonded neighbours and bond lengths (Å).
Atoms and positions in Å:
1 S -3.395 -0.028 0.018  N4 1.690, H15 1.335
2 S -1.425 -2.620 -0.019  C7 1.643
3 S 1.694 -1.861 -0.189  N5 1.712, H9 1.352
4 N -1.707 0.030 -0.036  S1 1.690, C7 1.388, H11 0.993
5 N 0.461 -0.722 0.148  S3 1.712, C7 1.382, C8 1.470
6 C 1.391 1.526 -0.429  C8 1.522, H12 1.094, H13 1.108, H16 1.108
7 C -0.869 -1.074 0.025  S2 1.643, N4 1.388, N5 1.382
8 C 0.907 0.581 0.662  N5 1.470, C6 1.522, H10 1.094, H14 1.096
9 H 1.513 -2.686 0.868  S3 1.352
10 H 0.062 1.027 1.196  C8 1.094
11 H -1.343 0.867 -0.428  N4 0.993
12 H 1.758 2.465 -0.005  C6 1.094
13 H 0.600 1.792 -1.158  C6 1.108
14 H 1.712 0.404 1.385  C8 1.096
15 H -3.606 -0.773 -1.070  S1 1.335
16 H 2.247 1.072 -0.967  C6 1.108

***

3.
Below is 2 unconnected molecules or ions with the total composition C3H8N3 at a distorted geometry, with properties calculated with ωB97M-V with the def2-TZVPD basis set.

Calculated values
Net charge   +1
Spin multiplicity   1
Relative energy (zero: lowest compared OMol25 entry of this formula, charge and spin)   7.312 eV
Frontier orbital gap   8.91 eV

Last columns: bonded neighbours and bond lengths (Å).
Atoms and positions in Å:
1 N 2.253 0.571 0.209  H8 1.008, H9 0.978, H14 1.108
2 N -2.312 -0.958 -0.141  N3 1.402, C4 1.300, H12 1.073
3 N -2.897 0.272 0.191  N2 1.402, C5 1.253, H13 1.003
4 C -1.097 -0.875 -0.596  N2 1.300, C6 1.263
5 C -2.060 1.199 0.095  N3 1.253, H7 1.228
6 C 0.130 -0.714 -0.851  C4 1.263, H10 1.237, H11 1.046
7 H -2.643 2.247 0.355  C5 1.228
8 H 2.437 0.906 -0.724  N1 1.008
9 H 3.105 0.243 0.559  N1 0.978
10 H 1.079 -0.192 -0.254  C6 1.237
11 H 0.467 -0.702 -1.841  C6 1.046
12 H -2.782 -1.901 0.058  N2 1.073
13 H -3.893 0.233 0.293  N3 1.003
14 H 1.843 1.329 0.904  N1 1.108